Version A
A gas-phase ion, CH4N2 (charge -1). Source: OMol25; level of theory: wB97M-V/def2-TZVPD.

## Properties
expectation value of S²	0.754
HOMO energy (spin up / spin down)	1.0 / -1.3	eV

```
! wB97M-V def2-TZVPD RIJCOSX def2/J DEFGRID3
* xyz -1 2
N -0.4629 -0.3622 -0.8549
C 0.5442 0.1856 0.0118
N 0.2480 1.0100 0.9835
H -0.4785 -1.3025 -1.1660
H -1.4570 -0.0695 -0.7170
H 1.5721 -0.1078 -0.1149
H 0.0341 0.6465 1.8576
*
```

These are the Löwdin partial charges, in e, on atoms 1 to 6: N -0.08; C -0.62; N -0.17; H -0.02; H 0.03; H 0.01

---

Version B
A gas-phase ion, CH4N2 (charge -1). Source: OMol25; level of theory: wB97M-V/def2-TZVPD.

## Properties
expectation value of S²	0.753
HOMO energy (spin up / spin down)	1.9 / -2.2	eV

```
! wB97M-V def2-TZVPD RIJCOSX def2/J DEFGRID3
* xyz -1 2
N 0.3147 -0.9401 0.4075
C 0.0394 0.4191 0.1400
N -0.6413 0.6325 -1.0357
H -0.0976 -1.5599 -0.2647
H 1.1236 -1.3286 0.8372
H 0.1903 1.1742 0.9104
H -0.9291 1.6029 -0.9947
*
```

These are the Löwdin partial charges, in e, on atoms 1 to 6: N -0.09; C -0.62; N -0.18; H 0.00; H 0.00; H 0.00

---

Least stable: version A

---

Version A
A molecular structure, C4H7N2O. Source: OMol25; level of theory: wB97M-V/def2-TZVPD.

## Properties
HOMO energy	-14.4	eV

```
! wB97M-V def2-TZVPD RIJCOSX def2/J DEFGRID3
* xyz 1 1
C -0.1448 1.8388 -1.6168
C -0.4087 -0.9047 0.7688
C 1.8583 -0.1487 0.2461
C -1.8231 -0.5831 0.4009
N 0.4527 -0.1870 0.2207
N -0.4749 0.9962 -0.8802
O -1.8687 0.4905 -0.4681
H 0.6147 2.3949 -2.1039
H -0.2273 -1.7196 1.4621
H 2.2736 -0.9721 0.8305
H 2.1822 0.8009 0.6750
H 2.2326 -0.2006 -0.7768
H -2.3901 -0.3372 1.3110
H -2.2765 -1.4684 -0.0693
*
```

These are the Löwdin partial charges, in e, on atoms 1 to 6: C 0.22; C 0.00; C -0.02; C -0.15; N 0.00; N 0.02

---

Version B
A gas-phase ion, C4H7N2O (charge +1). Source: OMol25; level of theory: wB97M-V/def2-TZVPD.

## Properties
HOMO energy	-13.8	eV
SMILES	C=C/N=C\[NH+]=C\O

```
! wB97M-V def2-TZVPD RIJCOSX def2/J DEFGRID3
* xyz 1 1
C -1.4809 -0.7481 -0.4303
C -0.9931 1.4126 0.1215
C -0.6697 -1.5158 0.3319
C 1.2223 0.1133 -0.3732
N -1.8199 0.5327 -0.1161
N 0.5416 1.0436 0.1715
O 2.4854 -0.0214 -0.1254
H -2.0471 -1.0657 -1.3003
H -1.1595 2.4559 0.3037
H -0.4347 -1.2632 1.3385
H -0.6066 -2.5093 -0.0234
H 1.0220 -0.5870 -1.2041
H 0.8789 1.5226 1.0165
H 3.0612 0.6296 0.2895
*
```

These are the Löwdin partial charges, in e, on atoms 1 to 6: C -0.20; C -0.02; C 0.03; C -0.19; N 0.10; N 0.15

---

Version C
A gas-phase ion, C4H7N2O (charge +1). Source: OMol25; level of theory: wB97M-V/def2-TZVPD.

## Properties
HOMO energy (spin up / spin down)	-14.2 / -14.2	eV

```
! wB97M-V def2-TZVPD RIJCOSX def2/J DEFGRID3
* xyz 1 1
C -1.4705 1.1068 -0.1616
C 0.4206 1.1462 1.2203
C 0.1671 -0.8068 -0.2430
C 1.2970 -1.5780 0.3840
N -0.2610 0.3399 0.1893
N -1.9363 1.0796 -1.3524
O 1.3096 0.7281 1.8509
H 0.0178 2.2266 1.1340
H -0.4420 -1.3215 -1.0381
H 2.0510 -0.8135 0.6476
H 1.7069 -2.4247 -0.2217
H 1.1598 -2.1007 1.3084
H -2.4836 1.8952 -1.4827
H -1.5363 0.5227 -2.2349
*
```

These are the Löwdin partial charges, in e, on atoms 1 to 6: C -0.05; C -0.20; C 0.03; C -0.01; N -0.03; N 0.13

---

Version D
A gas-phase ion, C4H7N2O (charge +1). Source: OMol25; level of theory: wB97M-V/def2-TZVPD.

## Properties
HOMO energy	-13.9	eV

```
! wB97M-V def2-TZVPD RIJCOSX def2/J DEFGRID3
* xyz 1 1
C -1.1821 -1.0581 -0.7056
C 0.4783 -0.4243 0.9888
C 1.3766 0.7803 0.4803
C 0.6056 1.6433 -0.3353
N -0.0445 -1.2418 -0.0572
N -1.7233 0.0731 -0.6568
O 1.3974 0.9919 -0.9992
H -1.7170 -1.7595 -1.2513
H 1.1976 -0.9444 1.7336
H -0.2898 0.2048 1.5393
H 2.1434 1.1268 1.0872
H -0.0628 2.4792 -0.4135
H 0.4135 -2.0901 -0.3278
H -2.5929 0.2187 -1.0824
*
```

These are the Löwdin partial charges, in e, on atoms 1 to 6: C -0.28; C -0.10; C -0.05; C 0.06; N 0.02; N 0.14

---

Least stable: version A